11
Properties=species:S:1:pos:R:3:forces:R:3:lowdin_charge:R:1 method="wB97M-V/def2-TZVPD" homo_energy_ev="-8.74 / -8.74" total_energy_ha=-831.096034 de_lowest_kj_mol=93.1 total_charge=0 gap_ev="8.53 / 8.53"
C -0.586 -0.019 0.595 1.93 0.68 -5.45 -0.190
C -2.018 0.135 -0.054 0.70 -2.36 3.36 -0.685
N 0.212 -0.939 -0.130 -0.94 0.67 1.00 0.046
F -2.655 1.177 0.302 -0.74 2.62 0.41 0.182
F -2.805 -0.892 0.524 1.06 0.19 -1.23 0.062
F -2.007 0.042 -1.353 0.23 -0.50 -0.85 0.183
S 0.391 2.201 0.192 -0.90 -1.68 0.43 0.371
H -0.302 -0.058 1.594 -0.74 0.23 1.85 0.081
H 0.275 -0.878 -1.153 -0.07 0.01 0.96 0.110
H 1.037 -1.274 0.372 -0.45 0.36 -0.66 0.106
H 0.155 2.256 -1.134 -0.08 -0.21 0.18 -0.267